A molecular structure, H20O22S3Zn3 in a non-equilibrium geometry, computed with wB97M-V/def2-TZVPD.

Properties
Total energy, eV: -223106.633
2S+1: 1
Net charge: 0

Positions of all 48 atoms, in Å:
Zn  1.107  14.911  -6.222
Zn  -0.319  23.775  -8.613
Zn  6.518  21.068  -11.308
S  1.972  22.752  -13.839
O  3.067  21.848  -13.599
O  2.427  24.106  -13.895
O  1.318  22.408  -15.121
O  1.120  22.558  -12.702
S  4.833  26.045  -8.963
O  5.553  24.983  -9.669
O  3.398  25.841  -9.041
O  5.249  26.118  -7.592
O  5.078  27.312  -9.653
S  2.596  18.957  -7.583
O  1.730  18.048  -8.257
O  3.796  19.198  -8.351
O  1.782  20.187  -7.241
O  2.847  18.144  -6.426
O  -0.779  24.772  -4.816
H  -0.484  25.393  -4.150
H  -0.941  23.961  -4.333
O  4.203  20.450  -2.036
H  4.156  21.337  -2.393
H  3.816  19.897  -2.716
O  3.976  12.737  -7.684
H  3.864  11.918  -8.167
H  4.921  12.809  -7.550
O  -3.623  21.781  -7.982
H  -4.310  21.630  -8.632
H  -4.064  21.675  -7.139
O  7.220  17.505  -13.043
H  7.911  17.004  -13.476
H  6.458  16.926  -13.058
O  9.964  20.379  -9.119
H  10.869  20.625  -9.312
H  10.004  19.977  -8.251
O  8.039  17.929  -4.882
H  7.284  17.488  -5.271
H  8.044  17.637  -3.970
O  2.078  13.124  -2.903
H  1.575  12.316  -3.011
H  2.441  13.064  -2.020
O  2.652  15.726  -12.824
H  2.099  14.953  -12.716
H  2.346  16.336  -12.152
O  -1.776  18.615  -11.674
H  -1.184  18.572  -10.923
H  -1.650  19.495  -12.029

Results of the Löwdin charge analysis, in e, for atoms 1 through 4: atom 1 (Zn): 0.513, atom 2 (Zn): 0.373, atom 3 (Zn): 0.402, atom 4 (S): 0.209



A molecular structure, H21O11 in a non-equilibrium geometry, computed with wB97M-V/def2-TZVPD.

Properties
Total energy, eV: -22864.617
2S+1: 1
Net charge: -1

Positions of all 32 atoms, in Å:
O  1.519  0.072  0.754
H  2.385  -0.219  0.592
H  0.828  0.386  0.009
O  -0.350  1.101  -0.854
H  -2.140  -0.679  -1.757
H  1.313  -1.450  -2.257
O  -1.520  1.375  4.263
H  -1.407  0.722  -1.226
H  0.966  1.735  2.092
O  2.040  2.445  -2.629
H  2.916  2.852  -2.525
H  -0.670  -3.854  1.842
O  -1.080  -0.228  -4.062
H  3.002  -2.338  1.081
H  1.755  1.741  -1.923
O  0.602  2.377  2.714
H  0.053  2.960  2.229
H  -0.255  -1.615  -2.638
O  0.459  -1.805  -2.035
H  -1.978  1.553  3.470
O  -2.554  0.165  -1.491
H  -0.579  1.262  3.927
H  -3.842  0.185  1.426
O  -3.722  0.949  0.838
H  -3.176  0.434  0.130
H  -0.843  1.612  -0.269
O  3.850  -1.914  1.222
H  -1.690  0.363  -3.495
H  3.774  -1.636  2.127
O  -0.158  -4.520  1.407
H  -0.215  0.254  -4.092
H  0.718  -4.283  1.129

Results of the Löwdin charge analysis, in e, for atoms 1 through 4: atom 1 (O): -0.132, atom 2 (H): -0.046, atom 3 (H): 0.036, atom 4 (O): -0.202



11 unconnected molecules or ions with the total composition H21O11 in a non-equilibrium geometry, computed with wB97M-V/def2-TZVPD.

Properties
Total energy, eV: -22866.318
2S+1: 1
Net charge: -1

Positions of all 32 atoms, in Å:
O  -0.104  0.012  -0.049
H  0.251  0.849  -0.284
O  1.318  -2.060  -0.904
H  0.897  -1.253  -0.609
H  2.225  -2.049  -0.697
O  -1.305  3.234  0.484
H  -1.939  2.576  0.210
H  -1.051  2.927  1.332
O  -0.217  -3.410  1.362
H  -0.302  -2.801  0.623
H  -1.076  -3.820  1.554
O  -1.756  -2.044  -0.832
H  -2.374  -2.012  -0.089
H  -1.152  -1.329  -0.656
O  2.801  0.671  -1.115
H  2.484  0.289  -0.258
H  2.157  1.326  -1.293
O  -2.793  0.952  0.172
H  -3.061  0.947  -0.716
H  -1.893  0.635  0.099
O  -0.956  -0.698  2.313
H  -0.612  -0.405  1.404
H  -0.528  -1.506  2.517
O  1.944  0.523  1.467
H  1.875  -0.111  2.150
H  1.154  0.414  0.943
O  1.019  2.820  -0.785
H  0.156  2.884  -0.365
H  1.567  3.330  -0.165
O  0.289  -0.076  -2.889
H  0.129  0.057  -1.950
H  0.838  -0.864  -2.988

Results of the Löwdin charge analysis, in e, for atoms 1 through 4: atom 1 (O): -0.369, atom 2 (H): -0.044, atom 3 (O): -0.039, atom 4 (H): -0.047



A molecular structure, H21O11 in a non-equilibrium geometry, computed with wB97M-V/def2-TZVPD.

Properties
Total energy, eV: -22864.218
2S+1: 1
Net charge: -1

Positions of all 32 atoms, in Å:
O  -4.479  0.205  -0.787
H  -3.862  0.668  -1.407
H  4.169  2.229  1.040
O  3.621  2.797  0.543
H  -0.573  -3.525  2.927
H  -1.598  0.680  -1.610
O  -1.979  1.769  2.522
H  0.352  -3.327  1.827
H  -1.291  -0.966  -1.230
O  -0.197  -1.410  -1.609
H  -0.478  -2.239  -1.156
H  2.714  0.065  -1.475
O  0.648  1.034  3.712
H  0.588  -0.362  0.954
H  -3.715  -0.135  -0.255
O  -1.830  -0.260  -0.202
H  -1.257  0.381  0.097
H  -1.843  0.181  -3.063
O  -1.481  0.926  -2.558
H  -1.857  1.448  1.639
O  -0.254  -4.040  2.215
H  -2.130  2.678  2.297
H  1.672  0.513  -4.603
O  1.966  0.112  -3.813
H  1.356  -0.536  -3.430
H  3.193  2.143  0.009
O  0.650  -1.306  0.821
H  0.095  0.681  4.395
H  0.445  -1.295  -0.132
O  3.401  0.125  -0.800
H  0.195  1.542  3.084
H  3.236  -0.752  -0.285

Results of the Löwdin charge analysis, in e, for atoms 1 through 4: atom 1 (O): -0.135, atom 2 (H): 0.015, atom 3 (H): 0.002, atom 4 (O): -0.046



A molecular structure, H22HeNeO11 in a non-equilibrium geometry, computed with wB97M-V/def2-TZVPD.

Properties
Total energy, eV: -26467.740
2S+1: 1
Net charge: 0

Positions of all 35 atoms, in Å:
He  -13.730  -14.484  16.068
Ne  -11.988  -16.259  14.403
O  -12.348  -19.861  16.071
H  -12.739  -19.839  15.198
H  -12.964  -20.372  16.597
O  -9.229  -15.421  13.529
H  -9.687  -15.063  12.768
H  -8.456  -15.851  13.163
O  -13.125  -19.942  13.027
H  -12.253  -20.129  12.681
H  -13.460  -19.241  12.468
O  -14.523  -17.645  11.816
H  -14.489  -16.831  12.319
H  -13.912  -17.505  11.093
O  -15.233  -15.155  13.119
H  -16.115  -14.822  12.959
H  -15.082  -14.996  14.051
O  -9.976  -17.117  18.010
H  -9.709  -17.981  18.325
H  -10.932  -17.161  17.973
O  -13.730  -13.754  11.275
H  -12.853  -13.627  11.637
H  -14.221  -14.179  11.979
O  -12.810  -17.680  17.842
H  -12.812  -18.228  18.627
H  -12.652  -18.293  17.123
O  -15.578  -17.277  17.065
H  -14.636  -17.173  17.200
H  -15.861  -16.442  16.691
O  -9.530  -13.054  15.099
H  -10.133  -13.345  15.783
H  -9.651  -13.684  14.388
O  -8.317  -15.838  16.266
H  -8.682  -15.846  15.381
H  -9.019  -16.181  16.818

Results of the Löwdin charge analysis, in e, for atoms 1 through 4: atom 1 (He): 0.081, atom 2 (Ne): 0.010, atom 3 (O): -0.036, atom 4 (H): 0.014



A molecular structure, H22HeO11, computed with wB97M-V/def2-TZVPD.

Properties
Total energy, eV: -22958.786
2S+1: 1
Net charge: 0

Positions of all 34 atoms, in Å:
He  0.538  -0.024  0.132
O  -1.076  -2.691  -1.311
H  -0.375  -2.592  -1.955
H  -1.850  -2.909  -1.831
O  -3.213  0.402  0.584
H  -3.026  -0.385  1.095
H  -3.573  1.021  1.219
O  -2.146  -2.233  1.438
H  -1.731  -2.418  0.596
H  -1.575  -1.585  1.850
O  -1.239  1.872  -1.096
H  -1.502  0.990  -0.834
H  -2.046  2.386  -1.052
O  -0.520  -0.583  3.555
H  0.430  -0.553  3.445
H  -0.663  -1.243  4.233
O  1.357  -2.741  -2.386
H  1.189  -1.833  -2.638
H  1.587  -3.179  -3.205
O  3.503  -0.108  -2.349
H  2.731  -0.141  -2.915
H  3.884  0.755  -2.513
O  2.168  1.936  1.749
H  2.826  2.028  1.060
H  2.271  2.723  2.285
O  2.094  -0.653  2.677
H  2.113  0.147  2.152
H  2.153  -0.347  3.582
O  -0.372  3.161  1.129
H  0.264  2.623  1.601
H  -0.696  2.593  0.430
O  -0.821  1.250  -3.746
H  -1.036  1.321  -2.816
H  -1.648  1.010  -4.166

Results of the Löwdin charge analysis, in e, for atoms 1 through 4: atom 1 (He): 0.139, atom 2 (O): -0.051, atom 3 (H): -0.021, atom 4 (H): 0.048



A molecular structure, H22HeO11 in a non-equilibrium geometry, computed with wB97M-V/def2-TZVPD.

Properties
Total energy, eV: -22958.751
2S+1: 1
Net charge: 0

Positions of all 34 atoms, in Å:
He  0.216  -0.048  0.078
O  1.874  2.542  -0.264
H  2.030  1.752  -0.782
H  1.471  3.155  -0.878
O  -2.424  2.837  -0.707
H  -2.352  2.125  -0.071
H  -2.212  2.430  -1.547
O  2.224  -0.024  -1.693
H  1.430  0.372  -2.052
H  2.019  -0.957  -1.629
O  1.027  -2.460  -2.664
H  0.358  -1.992  -3.164
H  1.666  -2.739  -3.320
O  2.043  -0.929  1.703
H  2.778  -0.677  1.145
H  2.447  -1.390  2.438
O  0.235  -3.003  2.670
H  0.586  -3.009  3.561
H  0.872  -2.497  2.165
O  -2.123  1.160  2.688
H  -1.216  1.254  2.395
H  -2.120  1.495  3.585
O  0.787  1.541  2.068
H  1.184  1.971  1.310
H  1.246  0.704  2.137
O  -2.390  -0.529  -1.052
H  -2.782  -0.044  -1.778
H  -2.573  -1.448  -1.251
O  -2.261  -2.063  1.452
H  -1.426  -2.440  1.729
H  -2.019  -1.361  0.849
O  -0.063  1.300  -2.695
H  0.089  2.148  -3.113
H  -0.621  0.825  -3.312

Results of the Löwdin charge analysis, in e, for atoms 1 through 4: atom 1 (He): 0.191, atom 2 (O): -0.036, atom 3 (H): -0.006, atom 4 (H): 0.052



A molecular structure, H22HeO11 in a non-equilibrium geometry, computed with wB97M-V/def2-TZVPD.

Properties
Total energy, eV: -22959.100
2S+1: 1
Net charge: 0

Positions of all 34 atoms, in Å:
He  -0.226  -0.185  -0.057
O  -2.440  1.931  -0.215
H  -2.710  1.305  -0.888
H  -1.605  2.277  -0.531
O  1.544  0.517  2.905
H  0.729  0.746  2.457
H  1.289  -0.151  3.541
O  -2.816  -1.309  -1.145
H  -2.109  -1.940  -1.281
H  -2.869  -1.209  -0.194
O  2.662  -3.096  -0.153
H  2.440  -3.637  -0.911
H  2.252  -2.251  -0.333
O  -0.424  -2.908  -0.067
H  -0.068  -3.722  0.289
H  -0.373  -3.018  -1.016
O  2.415  -0.231  -1.075
H  2.070  0.453  -1.650
H  2.914  0.244  -0.410
O  0.027  3.494  -0.945
H  0.637  3.052  -1.536
H  -0.376  4.176  -1.483
O  3.645  1.206  1.297
H  2.904  0.876  1.805
H  3.621  2.154  1.425
O  -1.163  0.890  2.262
H  -1.404  1.167  1.378
H  -1.399  -0.037  2.296
O  -2.347  -1.771  1.776
H  -2.107  -1.921  2.691
H  -1.633  -2.162  1.273
O  -1.337  1.573  -3.626
H  -1.290  2.278  -4.272
H  -0.453  1.207  -3.606

Results of the Löwdin charge analysis, in e, for atoms 1 through 4: atom 1 (He): 0.171, atom 2 (O): -0.053, atom 3 (H): 0.024, atom 4 (H): -0.013



no.,orbital gap (eV)
1,2.34
2,8.62
3,10.06
4,9.24
5,9.81
6,10.70
7,9.51
8,10.87